Record 1
DFT (ωB97M-V with the def2-TZVPD basis set) results for a molecular structure, C12H8F6IrN2O5S3 in a non-equilibrium geometry.

Atoms and positions in Å:
Ir (-1.71383, -1.19458, -0.08088)
F (-4.76392, -1.70795, 3.92860)
C (-4.67986, -1.99149, 2.64139)
F (-3.72380, -2.88610, 2.42809)
F (-5.83754, -2.48422, 2.22146)
S (-4.35803, -0.44337, 1.65142)
O (-3.78902, -0.95960, 0.38824)
O (-5.61675, 0.20001, 1.55131)
N (-3.29089, 0.45497, 2.36016)
S (-1.94364, -0.11500, 2.89890)
O (-1.99604, -1.03843, 3.98018)
O (-1.04186, -0.50520, 1.78578)
C (-1.18586, 1.43643, 3.54296)
F (-1.91469, 1.89191, 4.54818)
F (0.03490, 1.14377, 3.97023)
F (-1.11462, 2.35349, 2.58915)
C (-0.35331, 2.38189, -1.79385)
C (0.96150, 1.66650, -1.98022)
C (2.05045, 2.33135, -2.58634)
C (3.21600, 1.63261, -2.73296)
C (3.30180, 0.29484, -2.28169)
C (4.52283, -0.39368, -2.45447)
C (4.64248, -1.68824, -2.03612)
C (3.52766, -2.29275, -1.43795)
C (2.32706, -1.65143, -1.25019)
S (1.14211, -2.66539, -0.46774)
C (2.14435, -0.29481, -1.66964)
N (1.00100, 0.43090, -1.54883)
H (-0.31651, 3.40231, -2.17307)
H (-0.61453, 2.41020, -0.73509)
H (-1.14713, 1.84379, -2.31363)
H (1.94460, 3.35458, -2.91740)
H (4.09155, 2.07632, -3.19089)
H (5.35052, 0.12377, -2.92311)
H (5.56443, -2.23926, -2.15751)
H (3.60965, -3.32222, -1.10207)
O (-0.03108, -1.55590, -0.65238)

Maximum force: 2.1 eV/A
LUMO energy (alpha / beta): -0.0570 / -0.0469 Eh
<S²>: 0.78
Net charge: 0
Energy above the lowest of the compared OMol25 structures with the same formula, charge and spin: 231.57 kJ/mol
Spin multiplicity: 2

Record 2
DFT (ωB97M-V with the def2-TZVPD basis set) results for a molecular structure, C12H8N2O4SeTm in a non-equilibrium geometry.

Atoms and positions in Å:
O (1.69916, 1.38547, -3.84097)
C (1.03820, 0.70186, -3.18492)
Tm (-0.50413, -0.61632, -1.97236)
O (2.54052, -1.75670, -6.30001)
C (2.77337, -2.01491, -5.18297)
C (-0.71214, -0.35244, -4.38404)
O (-0.86540, -0.18568, -5.51026)
C (-0.59188, -2.48610, -3.60974)
O (-0.67190, -3.28186, -4.44499)
C (0.35849, -1.35792, 0.18974)
N (-0.37198, -0.16380, 0.75961)
C (-1.39865, 0.61681, 0.22598)
Se (-2.68564, 0.52327, -1.27450)
N (-1.65038, 1.57815, 1.14900)
C (-0.84969, 1.40134, 2.28279)
C (-0.79322, 2.12921, 3.47196)
C (0.09972, 1.67169, 4.43356)
C (0.87550, 0.50817, 4.20952)
C (0.84451, -0.16001, 2.97832)
C (-0.04560, 0.31599, 2.03352)
H (0.57645, -2.11631, 0.98058)
H (1.38797, -0.99901, -0.22662)
H (-0.38147, -1.97995, -0.53150)
H (-2.41313, 2.28001, 1.02254)
H (-1.40178, 3.01971, 3.54246)
H (0.15453, 2.18094, 5.39190)
H (1.53670, 0.19308, 5.02441)
H (1.45189, -1.03470, 2.76698)

Maximum force: 7.1 eV/A
LUMO energy (alpha / beta): -0.4904 / -0.4895 Eh
<S²>: 2.00
Net charge: +3
Energy above the lowest of the compared OMol25 structures with the same formula, charge and spin: 195.34 kJ/mol
Spin multiplicity: 3

Record 3
DFT (ωB97M-V with the def2-TZVPD basis set) results for a molecular structure, C12H8N3O5S2V.

Atoms and positions in Å:
V (0.64499, -1.44213, -0.30443)
S (2.88074, -1.69180, -0.47379)
C (3.24801, -0.99669, 1.06611)
C (4.55643, -0.43664, 1.24015)
N (5.60939, 0.00728, 1.35356)
C (2.34183, -0.99441, 2.08794)
S (0.77432, -1.69459, 1.87860)
C (2.65734, -0.43530, 3.36805)
N (2.90800, 0.02082, 4.39177)
O (-1.38819, -1.44637, -0.58635)
C (-2.16542, -0.46735, -0.64943)
C (-1.77719, 0.89746, -0.60535)
C (-2.77531, 1.88478, -0.67586)
C (-2.40038, 3.19752, -0.67094)
C (-1.05856, 3.57959, -0.60661)
C (-0.06988, 2.62173, -0.54112)
C (-0.41627, 1.27230, -0.53223)
O (0.53861, 0.34974, -0.45462)
N (-3.44368, 4.24194, -0.74056)
O (-4.59296, 3.86364, -0.79500)
O (-3.06696, 5.39130, -0.73239)
H (-3.23126, -0.69005, -0.75561)
H (-3.82368, 1.62212, -0.73397)
H (-0.81513, 4.63307, -0.60840)
H (0.97517, 2.89341, -0.48960)
C (0.93205, -4.61758, -0.61574)
O (0.30343, -3.34658, -0.96242)
H (0.90399, -5.26823, -1.48546)
H (0.40350, -5.06190, 0.22430)
H (1.95758, -4.39842, -0.34319)
H (-0.61050, -3.48867, -1.24740)

Maximum force: 0.6 eV/A
LUMO energy (alpha / beta): -0.2305 / -0.2022 Eh
<S²>: 0.95
Net charge: +1
Energy above the lowest of the compared OMol25 structures with the same formula, charge and spin: 1.98 kJ/mol
Spin multiplicity: 2

Record 4
DFT (ωB97M-V with the def2-TZVPD basis set) results for a single C12H8O3 molecule in a non-equilibrium geometry.

Atoms and positions in Å:
O (-1.08589, 1.99158, 1.22168)
C (0.04966, 1.74616, 1.07745)
O (1.09267, 2.76492, 1.42240)
C (2.22192, 1.90720, 1.23051)
C (2.44267, 0.73530, 1.96190)
C (1.68617, -0.40070, 1.30836)
C (0.70647, 0.50837, 0.37649)
C (-0.37515, -0.20882, -0.34333)
C (-1.12565, 0.39949, -1.36819)
C (-2.07519, -0.24903, -2.08414)
C (-2.41906, -1.54435, -1.83802)
C (-1.74548, -2.18434, -0.79204)
C (-0.70055, -1.54830, -0.07082)
C (2.00130, 1.35671, -0.19040)
O (2.65072, 1.37932, -1.18289)
H (2.75128, 0.63782, 3.08584)
H (2.33382, -1.02287, 0.56818)
H (1.13458, -0.92369, 2.08102)
H (-1.19468, 1.43467, -1.52752)
H (-2.56579, 0.40389, -2.87350)
H (-3.25303, -1.97221, -2.40164)
H (-2.13282, -3.20219, -0.46213)
H (-0.39797, -2.00891, 0.80078)

Maximum force: 3.2 eV/A
LUMO energy (alpha / beta): -0.0391 / -0.0346 Eh
Net charge: 0
SMILES: O=C1OC2=CC[C@]1(c1ccccc1)C2=O
Energy above the lowest of the compared OMol25 structures with the same formula, charge and spin: 397.65 kJ/mol
Spin multiplicity: 1

Record 5
DFT (ωB97M-V with the def2-TZVPD basis set) results for a molecular structure, C12H9AuBrN2.

Atoms and positions in Å:
Au (-0.25483, 1.24195, -0.69558)
N (0.18327, 0.31490, 0.99873)
C (0.42688, -0.55240, 1.70758)
C (0.73765, -1.56646, 2.66907)
C (-0.04100, -1.69209, 3.81898)
C (0.28125, -2.67113, 4.73952)
C (1.36293, -3.51223, 4.51057)
C (2.13364, -3.38363, 3.36165)
C (1.82666, -2.40835, 2.43183)
H (-0.88129, -1.03014, 3.98266)
H (-0.31332, -2.77857, 5.63608)
H (1.60835, -4.27673, 5.23579)
H (2.97388, -4.04238, 3.19091)
H (2.41706, -2.29227, 1.53251)
Br (-2.18983, 3.89465, -1.12183)
C (-1.53696, 3.08726, -2.68018)
C (-1.91915, 3.56963, -3.91688)
C (-1.41394, 2.95605, -5.04774)
C (-0.54101, 1.88656, -4.91080)
C (-0.21008, 1.46182, -3.64627)
N (-0.70408, 2.05040, -2.53554)
H (-2.59631, 4.40808, -3.97629)
H (-1.69818, 3.31362, -6.02872)
H (-0.11996, 1.38458, -5.76941)
H (0.46835, 0.63687, -3.48666)

Maximum force: 0.5 eV/A
LUMO energy: -0.1224 Eh
Net charge: +1
Spin multiplicity: 1

Record 6
DFT (ωB97M-V with the def2-TZVPD basis set) results for a molecular structure, C12H9Cl6FeNO5.

Atoms and positions in Å:
Fe (-0.35423, -0.04681, 0.21807)
O (1.63292, 0.44264, -0.09813)
C (2.35319, 0.14220, 1.10551)
C (1.85321, -1.18601, 1.61934)
N (0.38952, -1.15339, 1.80149)
C (-0.02448, -0.40587, 2.99274)
C (-0.05268, 1.10351, 2.69320)
O (0.16350, 1.88870, 3.60054)
O (-0.29876, 1.40777, 1.46114)
C (-0.15350, -2.50382, 1.61805)
C (-0.14215, -2.81026, 0.11181)
O (-0.07358, -3.96621, -0.26393)
O (-0.18835, -1.76407, -0.65885)
H (1.91337, -0.13503, -0.82987)
H (2.15070, 0.96252, 1.78956)
H (3.42779, 0.11965, 0.91530)
H (2.36095, -1.49296, 2.54066)
H (2.06453, -1.93957, 0.85782)
H (0.62354, -0.60744, 3.84941)
H (-1.04583, -0.69714, 3.23495)
H (-1.19375, -2.50360, 1.93294)
H (0.40421, -3.26230, 2.17344)
Cl (-2.43899, 2.60376, -0.16243)
C (-1.73655, 1.95073, -1.59984)
C (-0.77051, 0.93146, -1.52716)
C (-0.17134, 0.62442, -2.75058)
Cl (1.13026, -0.54893, -2.88121)
C (-0.52973, 1.21533, -3.96590)
Cl (0.25628, 0.78941, -5.44785)
C (-1.53814, 2.16506, -3.99408)
Cl (-2.01441, 2.89692, -5.48292)
C (-2.13823, 2.54123, -2.79818)
Cl (-3.36698, 3.75365, -2.82843)
Cl (-2.49177, -0.51556, 0.77339)

Maximum force: 0.5 eV/A
LUMO energy (alpha / beta): 0.0907 / 0.0924 Eh
<S²>: 0.79
Net charge: -1
Spin multiplicity: 2

Record 7
DFT (ωB97M-V with the def2-TZVPD basis set) results for a molecular structure, C12H9F6GaN3O6S4 in a non-equilibrium geometry.

Atoms and positions in Å:
Ga (0.29047, 0.51117, 0.55584)
F (4.15305, -1.15944, -0.49169)
C (3.90215, -1.65854, 0.70099)
F (4.81901, -1.30388, 1.57109)
F (3.75944, -2.95838, 0.65290)
S (2.30099, -0.86332, 1.22296)
O (1.22043, -1.32051, 0.33290)
O (2.42388, 0.58100, 0.97935)
N (2.09197, -1.18335, 2.72546)
S (0.97600, -0.30474, 3.43094)
O (0.48352, -0.86169, 4.62221)
O (-0.04265, 0.09654, 2.41124)
C (1.78860, 1.35249, 3.86590)
F (1.38278, 1.72010, 5.05611)
F (3.10317, 1.23393, 3.84563)
F (1.40412, 2.27558, 2.97873)
O (-3.46003, 4.04832, -0.15197)
C (-4.07970, 2.86393, -0.14675)
C (-5.47488, 2.87210, -0.15270)
C (-6.18266, 1.69212, -0.13295)
C (-5.52096, 0.46147, -0.11782)
C (-4.14958, 0.43492, -0.12010)
C (-3.40016, 1.62652, -0.13019)
C (-1.95589, 1.54141, -0.09207)
O (-1.40014, 0.32910, -0.10273)
N (-1.21653, 2.62321, -0.03689)
N (0.14467, 2.36810, -0.01313)
C (0.93147, 3.39100, -0.19682)
S (2.65110, 3.23911, -0.26001)
C (2.87730, 4.89926, -0.99680)
C (1.85663, 5.81069, -0.36027)
S (0.24615, 4.95404, -0.43030)
H (-2.49814, 3.91473, -0.09056)
H (-5.97177, 3.83300, -0.16225)
H (-7.26429, 1.71961, -0.12489)
H (-6.08634, -0.45960, -0.10016)
H (-3.61122, -0.50198, -0.11721)
H (2.72622, 4.80745, -2.07086)
H (3.89990, 5.21291, -0.79587)
H (1.74911, 6.74659, -0.90571)
H (2.07791, 6.01621, 0.68528)

Maximum force: 1.1 eV/A
LUMO energy: -0.1295 Eh
Net charge: +1
Spin multiplicity: 1